# 1
{
  "formula": "C27H56Ca2NO12P",
  "method": "ωB97M-V/def2-TZVPD",
  "homo_lumo_gap_ev": 6.74,
  "e_lumo_ev": -0.0706,
  "total_charge": 0,
  "spin_multiplicity": 1,
  "e_homo_ev": -6.81,
  "elements": ["Ca", "Ca", "P", "O", "O", "O", "O", "O", "C", "O", "O", "H", "C", "C", "C", "O", "C", "H", "H", "H", "H", "H", "H", "H", "H", "C", "C", "C", "O", "C", "H", "H", "H", "H", "H", "H", "H", "H", "C", "C", "C", "O", "C", "H", "H", "H", "H", "H", "H", "H", "H", "C", "C", "C", "O", "C", "H", "H", "H", "H", "H", "H", "H", "H", "C", "C", "C", "O", "C", "H", "H", "H", "H", "H", "H", "H", "H", "C", "C", "N", "C", "C", "C", "C", "H", "H", "H", "H", "H", "H", "H", "H", "H", "H", "H", "H", "H", "H", "H"],
  "xyz": [[-0.336, -0.119, -2.088], [1.070, 3.144, -1.047], [0.227, 2.026, -3.609], [-0.414, 3.062, -2.661], [1.156, 1.440, -2.450], [0.980, 2.833, -4.669], [-0.813, 0.925, -3.913], [0.270, -0.203, 2.112], [0.268, -0.103, 0.772], [0.043, -1.102, 0.040], [0.314, 0.990, 0.200], [-0.055, -1.109, 2.266], [-4.466, 1.220, -0.245], [-4.756, 1.635, -1.638], [-3.383, 1.669, -2.355], [-2.569, 0.817, -1.539], [-2.960, 1.140, -0.180], [-4.924, 0.276, 0.060], [-4.890, 1.880, 0.515], [-5.284, 2.590, -1.620], [-5.445, 0.943, -2.125], [-2.887, 2.641, -2.400], [-3.416, 1.285, -3.372], [-2.478, 2.085, 0.082], [-2.623, 0.423, 0.570], [-2.755, -3.268, -4.053], [-2.226, -4.054, -2.891], [-0.985, -3.309, -2.460], [-1.489, -1.940, -2.671], [-1.988, -1.958, -3.993], [-3.833, -3.138, -4.126], [-2.464, -3.758, -4.986], [-2.104, -5.106, -3.163], [-3.061, -4.142, -2.192], [-0.090, -3.445, -3.067], [-0.728, -3.391, -1.405], [-1.235, -1.784, -4.764], [-2.630, -1.081, -4.093], [3.213, -0.844, -4.354], [3.708, -1.581, -3.126], [2.431, -1.753, -2.289], [1.339, -1.453, -3.168], [1.839, -1.426, -4.501], [3.863, -1.057, -5.202], [3.193, 0.212, -4.087], [4.517, -1.084, -2.587], [4.160, -2.567, -3.255], [2.493, -1.111, -1.410], [2.403, -2.775, -1.906], [1.093, -0.761, -4.943], [1.852, -2.399, -5.000], [-0.951, -4.523, 4.207], [-0.851, -5.124, 2.814], [-0.488, -3.889, 1.931], [-0.632, -2.769, 2.785], [-0.306, -3.140, 4.149], [-0.564, -5.129, 5.026], [-1.977, -4.264, 4.477], [-1.819, -5.428, 2.413], [-0.182, -5.977, 2.731], [-1.119, -3.703, 1.066], [0.569, -3.961, 1.660], [-0.677, -2.410, 4.866], [0.782, -3.129, 4.255], [-3.219, 1.242, 6.179], [-2.152, 0.266, 5.694], [-2.159, 0.359, 4.169], [-3.473, 0.846, 3.899], [-3.843, 1.786, 4.915], [-2.738, 2.005, 6.791], [-3.968, 0.694, 6.748], [-2.499, -0.751, 5.904], [-1.179, 0.233, 6.185], [-1.978, -0.585, 3.661], [-1.462, 1.125, 3.819], [-4.925, 1.918, 4.954], [-3.526, 2.786, 4.601], [4.358, 2.257, -1.964], [4.113, 1.944, -0.471], [3.240, 2.930, 0.186], [3.813, 4.309, 0.085], [5.025, 4.592, 1.016], [3.015, 2.537, 1.595], [1.983, 3.427, 2.213], [4.085, 1.378, -2.549], [5.383, 2.469, -2.268], [3.704, 3.022, -2.384], [3.648, 0.967, -0.344], [5.098, 1.912, 0.004], [4.060, 4.482, -0.963], [2.999, 5.030, 0.192], [5.799, 3.825, 0.969], [5.550, 5.538, 0.907], [4.641, 4.525, 2.035], [3.964, 2.564, 2.134], [2.692, 1.496, 1.576], [2.267, 4.477, 2.176], [1.758, 3.016, 3.199], [0.994, 3.410, 1.744]],
  "mulliken_charge": [1.734, 0.926, 0.592, -1.117, -0.145, -0.931, -0.483, -0.266, -0.102, -0.665, 0.229, 0.355, -0.696, -0.465, -0.842, 0.208, -0.168, 0.252, 0.377, 0.335, 0.185, 0.208, 0.406, 0.075, -0.003, -0.654, -0.571, -0.050, -0.031, -0.287, 0.280, 0.279, 0.407, 0.273, 0.181, -0.298, 0.160, 0.141, -0.337, -0.883, 0.411, 0.071, -0.866, 0.474, -0.078, 0.389, 0.328, -0.453, 0.318, 0.480, 0.310, -0.673, -0.646, -0.238, -0.314, -0.408, 0.419, 0.239, 0.270, 0.333, 0.054, 0.315, 0.147, 0.298, -0.471, -0.742, 0.271, -0.401, -0.469, 0.249, 0.259, 0.273, 0.484, -0.054, 0.055, 0.292, 0.271, -0.540, -0.452, 0.568, -0.846, -1.267, -0.587, -1.194, -0.471, 0.406, 0.263, 0.131, 0.492, 0.541, 0.489, 0.283, 0.413, 0.287, 0.526, 0.303, 0.351, 0.416, 0.086]
}

***

# 2
{
  "formula": "C5H20ClCuN10O5",
  "method": "ωB97M-V/def2-TZVPD",
  "homo_lumo_gap_ev": [7.22, 6.47],
  "e_lumo_ev": [0.3224, -2.5075],
  "total_charge": 0,
  "spin_multiplicity": 3,
  "e_homo_ev": [-6.90, -8.98],
  "elements": ["Cu", "Cl", "C", "O", "N", "N", "H", "H", "H", "H", "C", "O", "N", "N", "H", "H", "H", "H", "C", "O", "N", "N", "H", "H", "H", "H", "C", "O", "N", "N", "H", "H", "H", "H", "C", "O", "N", "N", "H", "H", "H", "H"],
  "xyz": [[-20.935, 9.052, 23.770], [-18.537, 7.931, 23.997], [-14.552, 7.428, 25.620], [-13.711, 6.978, 26.372], [-14.557, 8.706, 25.231], [-15.603, 6.815, 25.128], [-15.141, 9.142, 24.533], [-13.906, 9.256, 25.773], [-16.242, 7.276, 24.496], [-15.578, 5.807, 25.075], [-21.029, 7.285, 26.584], [-21.389, 7.807, 25.556], [-21.766, 7.181, 27.623], [-19.864, 6.857, 26.911], [-22.657, 7.590, 27.863], [-21.507, 6.586, 28.397], [-19.634, 6.788, 27.892], [-19.123, 7.081, 26.262], [-15.181, 5.649, 21.847], [-14.666, 6.591, 22.323], [-14.668, 4.861, 20.990], [-16.452, 5.340, 22.119], [-15.248, 4.087, 20.701], [-13.705, 5.016, 20.729], [-16.902, 4.468, 21.879], [-16.820, 6.079, 22.701], [-19.143, 11.115, 25.853], [-19.925, 10.538, 25.180], [-19.265, 12.353, 26.208], [-18.075, 10.553, 26.405], [-20.158, 12.800, 26.360], [-18.530, 12.708, 26.803], [-17.859, 9.585, 26.213], [-17.342, 11.113, 26.816], [-19.002, 3.371, 24.221], [-18.610, 3.119, 25.300], [-19.175, 4.609, 23.855], [-19.184, 2.547, 23.257], [-19.270, 5.249, 24.630], [-19.676, 4.729, 22.986], [-18.941, 1.569, 23.190], [-19.565, 2.998, 22.437]],
  "mulliken_charge": [0.296, -0.720, 0.565, -0.712, -0.365, -0.064, 0.190, 0.218, -0.094, 0.195, 0.681, -0.426, -0.414, -0.258, 0.219, 0.161, 0.225, 0.042, 0.592, -0.594, -0.370, -0.261, 0.135, 0.256, 0.170, 0.092, 0.472, -0.249, -0.415, -0.315, 0.253, 0.160, 0.144, 0.194, 0.676, -0.656, -0.224, -0.357, 0.045, 0.161, 0.217, 0.134]
}

***

# 3
{
  "formula": "C3H8NO",
  "method": "ωB97M-V/def2-TZVPD",
  "homo_lumo_gap_ev": 10.81,
  "e_lumo_ev": -4.0655,
  "total_charge": 1,
  "spin_multiplicity": 1,
  "e_homo_ev": -14.88,
  "elements": ["C", "N", "C", "C", "O", "H", "H", "H", "H", "H", "H", "H", "H"],
  "xyz": [[0.898, 0.592, 1.075], [-0.429, 0.808, 0.343], [-0.960, -0.453, -0.508], [0.116, -1.135, -1.392], [1.291, -1.045, -1.196], [1.743, 0.720, 0.421], [0.957, -0.438, 1.484], [0.869, 1.296, 1.895], [-0.341, 1.633, -0.245], [-1.034, 0.986, 1.141], [-1.793, -0.126, -1.135], [-1.160, -1.047, 0.371], [-0.158, -1.791, -2.254]],
  "mulliken_charge": [-0.825, -0.250, -0.505, 0.091, -0.383, 0.345, 0.343, 0.363, 0.354, 0.373, 0.378, 0.331, 0.386]
}

***

no.,energy (eV)
1,-101141.47655
2,-87810.32486
3,-6770.22280